DFT (the ωB97M-V functional and the def2-TZVPD basis) results for a 2-piece molecular cluster, C5H12NS overall.

Geometry as XYZ:
```
19
Properties=species:S:1:pos:R:3:mulliken_charge:R:1
H -1.81 1.65 0.25 0.37
H 2.47 -1.75 2.33 0.33
H 2.27 1.43 -0.60 0.39
H -2.59 -0.03 0.25 0.43
C 1.76 -1.13 1.90 -0.83
H -0.19 -1.57 0.63 0.25
C -0.90 -0.21 -0.58 0.66
C 1.72 1.05 0.17 -0.73
H 0.93 -0.69 2.47 0.33
C -0.96 0.43 -1.98 -1.15
H 0.12 -1.81 -1.18 0.26
H -1.20 0.30 1.49 0.34
H -2.05 0.75 -2.05 0.33
S 2.62 -0.24 0.77 0.22
H 0.86 1.41 0.76 0.33
C -1.68 0.61 0.47 -1.09
H -0.42 1.33 -1.97 0.32
H -0.67 -0.19 -2.81 0.45
N -0.28 -1.35 -0.33 -0.20
```

Energy relative to the best compared isomer or geometry (same formula, charge and spin)   3.8277 eV
LUMO level (spin up / spin down)   -4.201 / -4.199 eV
Charge   +1
Kohn-Sham gap (spin up / spin down)   7.59 / 7.59 eV
E_HOMO (spin up / spin down)   -11.791 / -11.791 eV